Molecular formula: C6H4
Method: DFT, ωB97M-V/def2-TZVPD

Its structure (SMILES) is C1=C2C3=C[C@@]23C1. The spin multiplicity is 1. The value obtained for the energy above the lowest of the compared OMol25 structures with the same formula, charge and spin is 4.429 eV. The highest occupied orbital energy comes out at -7.333 eV. The calculation puts the largest force on an atom at 0.06827 hartree/bohr.

Each line ends with the Löwdin charge.
CARTESIAN COORDINATES (ANGSTROEM)
C: -1.0246 0.4317 -0.8724  -0.09
C: -1.0674 -0.9471 -0.9613  -0.04
C: -0.7057 -2.1976 -0.3802  -0.02
C: 0.2633 -0.8802 0.2156  -0.13
C: -0.1374 0.5862 0.3056  -0.15
C: 0.7299 -2.0830 -0.0303  0.00
H: -1.5430 1.0873 -1.4949  0.07
H: 0.8694 1.0741 0.2097  0.13
H: -0.7238 1.1517 1.1130  0.13
H: 1.5795 -2.7320 0.0935  0.10



Molecular formula: C6H4
Method: DFT, ωB97M-V/def2-TZVPD

The spin multiplicity is 1. The value obtained for the energy above the lowest of the compared OMol25 structures with the same formula, charge and spin is 5.595 eV. The highest occupied orbital energy comes out at -8.081 eV. The calculation puts the largest force on an atom at 0.06693 hartree/bohr.

Each line ends with the Löwdin charge.
CARTESIAN COORDINATES (ANGSTROEM)
C: -1.5313 -0.8772 -0.9737  0.01
C: -0.6181 -0.2389 -1.5995  -0.02
C: 0.8604 -0.5362 0.8128  -0.04
C: -0.4580 -0.4696 0.0421  -0.39
C: -0.3510 0.3550 1.2787  -0.02
C: 0.5962 0.7562 0.1805  -0.07
H: 1.6335 -1.3239 1.1927  0.17
H: -0.0970 0.0699 -2.5186  0.10
H: -0.8330 0.7214 2.1550  0.12
H: 0.7985 1.5432 -0.5699  0.14



Molecular formula: C6H40NO13
Method: DFT, ωB97M-V/def2-TZVPD

The spin multiplicity is 2. The highest occupied orbital energy (spin up / spin down) comes out at -2.174 / -8.853 eV. The calculation puts the largest force on an atom at 0.26362 hartree/bohr. Its expectation value of S² is 0.7506.

Each line ends with the Löwdin charge.
CARTESIAN COORDINATES (ANGSTROEM)
C: 1.4684 -1.5512 0.7360  -0.16
C: 1.4881 -0.5934 -0.4109  -0.25
C: 0.5917 0.5566 -0.5874  -0.20
C: 0.6580 1.6224 0.5397  -0.21
C: 2.0382 2.2825 0.4407  -0.19
C: 2.4991 3.0347 -0.5582  -0.04
N: 0.4583 -2.6101 0.4442  0.12
H: 2.4428 -2.1124 0.6699  0.14
H: 1.0827 -0.9319 1.6851  0.17
H: 1.7064 -1.1874 -1.3585  0.10
H: 2.5585 -0.2310 -0.2123  0.13
H: -0.4722 0.2361 -0.5992  0.09
H: 0.8034 1.0433 -1.5313  0.08
H: -0.0695 2.3540 0.5011  0.06
H: 0.6192 1.2824 1.5204  0.04
H: 2.7758 2.0343 1.3818  0.14
H: 3.4190 3.6419 -0.5629  0.06
H: 2.0585 3.1660 -1.5812  0.06
H: -0.4632 -2.3189 0.6934  0.04
H: 0.6674 -3.5034 1.0910  0.21
H: 0.3624 -2.9127 -0.5383  0.09
H: -2.2602 -3.2318 2.5575  0.04
H: -1.4878 -1.8834 2.8456  0.01
O: -1.8410 -2.4968 2.1601  -0.07
H: 0.8251 0.7557 -4.7108  0.10
H: 0.1391 0.3707 -3.2712  0.00
O: 0.9233 0.5180 -3.7626  -0.06
H: -4.1948 0.6307 2.6069  0.15
H: -3.5939 1.7188 1.8664  -0.11
O: -3.4148 1.3757 2.6297  -0.07
H: -1.7579 1.7116 3.4949  -0.01
H: -0.4855 1.9688 4.3349  0.06
O: -0.8008 1.7842 3.4320  -0.07
H: -2.1940 1.2608 0.4069  -0.03
H: -3.0733 1.3378 -0.7930  0.05
O: -2.9808 0.8699 0.1096  -0.11
H: -2.8065 -0.0298 -3.9455  0.00
H: -2.7104 1.2609 -3.1444  -0.05
O: -2.2062 0.5647 -3.5518  -0.08
H: 2.1487 -0.9414 4.9904  0.07
H: 2.2107 0.5099 5.0779  0.10
O: 1.8102 -0.1862 4.4351  -0.11
H: -0.1276 -0.4065 3.9131  -0.01
H: -1.6064 -0.1151 3.9793  -0.01
O: -0.9894 -0.7869 4.0297  -0.03
H: 3.4348 -0.9929 -2.7261  0.00
H: 4.2400 -1.6439 -1.5801  0.03
O: 3.5972 -1.7697 -2.2321  -0.01
H: 1.6273 -3.2674 -2.8253  0.08
H: 0.1145 -3.8688 -2.7363  0.06
O: 0.8976 -3.6182 -2.2186  -0.09
H: -2.3596 -2.6144 0.3070  -0.04
H: -2.3677 -1.2780 -0.2654  0.09
O: -2.0308 -2.2610 -0.4876  -0.12
H: -3.8315 3.3362 -2.6032  0.04
H: -2.5144 3.2238 -1.8011  0.02
O: -3.2407 2.6393 -2.2361  -0.24
H: 3.3633 2.1738 -3.2873  -0.11
H: 2.4616 0.8649 -3.1820  0.03
O: 3.2319 1.4607 -2.8998  -0.01



Molecular formula: C6H41NO14
Method: DFT, ωB97M-V/def2-TZVPD

The spin multiplicity is 1. The value obtained for the energy above the lowest of the compared OMol25 structures with the same formula, charge and spin is 1.165 eV. The highest occupied orbital energy comes out at -8.666 eV. The calculation puts the largest force on an atom at 0.10039 hartree/bohr.

Each line ends with the Löwdin charge.
CARTESIAN COORDINATES (ANGSTROEM)
C: 1.5454 1.1528 2.5356  -0.09
C: 2.0061 1.9992 1.3356  -0.23
C: 1.0137 1.9149 0.1714  -0.21
C: 1.1109 0.6599 -0.6267  -0.12
C: 0.1119 -0.2019 -0.8045  -0.14
N: 0.3162 -1.4013 -1.5540  -0.09
C: -0.8891 -1.8090 -2.3241  -0.07
H: 0.6092 1.5666 2.9938  0.08
H: 1.2512 0.1523 2.2411  0.03
H: 2.3297 1.0877 3.2863  0.08
H: 3.0423 1.6524 0.9640  0.11
H: 2.0876 3.0455 1.6468  0.11
H: 1.0686 2.8028 -0.4930  0.12
H: -0.0057 2.0947 0.5700  0.08
H: 2.0829 0.4883 -1.0917  0.10
H: -0.8915 -0.0466 -0.3613  0.12
H: 1.1125 -1.3000 -2.1835  0.08
H: -1.2574 -0.9832 -2.9289  0.07
H: -1.7144 -2.1635 -1.6511  0.08
H: -0.6290 -2.6596 -2.9184  0.08
H: -3.0166 2.5138 0.1584  0.02
H: -1.9041 2.1545 -0.8839  0.02
O: -2.0772 2.6470 -0.0405  -0.09
H: 0.9855 2.2651 -3.1995  0.08
H: 1.2125 0.6765 -3.4081  0.04
O: 0.5246 1.4433 -3.4957  -0.10
H: -1.3492 3.7856 1.9564  0.00
H: -1.4843 2.6665 2.8695  -0.02
O: -1.1525 3.5650 2.8541  -0.06
H: 3.4325 0.0195 -3.7913  0.05
H: 2.8571 -0.8748 -2.7346  0.00
O: 2.6109 -0.2452 -3.4482  -0.05
H: -1.4935 0.3698 2.2423  -0.05
H: -1.8347 1.5414 1.2621  0.03
O: -2.0199 1.1021 2.1536  -0.07
H: -2.3874 1.7070 -3.0310  0.10
H: -0.9191 1.1860 -2.7052  0.04
O: -1.8754 1.2484 -2.3491  -0.11
H: -3.2486 -2.5395 0.9513  0.09
H: -1.8535 -1.9004 1.2893  -0.01
O: -2.3913 -2.2386 0.5705  -0.06
H: 2.8303 -2.7506 -1.3058  0.05
H: 3.4981 -1.5566 -0.6263  0.00
O: 3.3166 -1.9325 -1.4981  -0.06
H: 0.5817 -4.3223 -0.0496  0.09
H: 0.6599 -2.8126 -0.4712  0.03
O: 1.1708 -3.5499 -0.0402  -0.06
H: 2.8439 -1.3585 1.4374  -0.01
H: 3.3606 0.0276 1.0099  0.02
O: 3.5716 -0.9321 0.9751  -0.05
H: -1.0854 -1.5371 3.4614  0.08
H: 0.0625 -1.5404 2.4349  0.02
O: -0.8793 -1.2915 2.5725  -0.05
H: -3.7897 1.2129 1.6298  0.06
H: -4.1793 0.8236 0.1658  -0.03
O: -4.3251 1.5025 0.8143  -0.09
H: 1.4322 -2.8150 1.3789  0.05
H: 1.9638 -2.8045 2.8111  0.02
O: 1.5740 -2.2666 2.2228  -0.03
H: -3.0841 -1.0134 -0.5280  -0.07
H: -2.8959 0.1303 -1.4694  -0.01
O: -3.5440 -0.3581 -0.9536  -0.02



Molecular formula: C6H48N2O28
Method: DFT, ωB97M-V/def2-TZVPD

The spin multiplicity is 1. The highest occupied orbital energy comes out at -9.862 eV. The calculation puts the largest force on an atom at 0.08463 hartree/bohr.

Each line ends with the Löwdin charge.
CARTESIAN COORDINATES (ANGSTROEM)
O: -0.8770 3.8912 4.2283  0.13
O: -0.5999 -1.5846 -3.0232  0.17
O: 0.6795 4.0634 2.7459  0.12
O: 0.7804 -3.0922 -2.6879  0.08
O: 1.1037 -0.2292 1.8617  -0.05
O: -1.5198 0.0531 0.2111  -0.06
O: -0.2846 2.0134 3.1030  0.01
O: -0.1770 -2.0936 -0.9033  0.03
N: -0.1358 3.4177 3.3925  -0.35
N: 0.0284 -2.2122 -2.2651  -0.40
C: -1.7306 0.6577 1.4820  -0.07
C: 1.0305 -1.3730 1.0553  -0.12
C: 0.5978 0.8562 1.0825  -0.17
C: -0.1587 0.2438 -0.1073  -0.19
C: -0.5350 1.6229 1.7210  -0.18
C: 0.6744 -1.0114 -0.3474  -0.13
H: -2.6341 1.3406 1.5549  0.14
H: -1.6886 -0.0712 2.2758  0.12
H: 1.9867 -1.8183 0.9488  0.08
H: 0.3438 -2.1297 1.5463  0.17
H: 1.3471 1.5459 0.7807  0.15
H: -0.1180 0.8103 -0.9935  0.13
H: -0.8054 2.5706 1.1374  0.18
H: 1.5400 -0.9628 -1.0071  0.16
O: 4.3607 2.6605 -0.0486  -0.14
H: 3.8092 3.4863 0.1454  0.06
H: 3.9413 2.1785 -0.8332  0.00
O: 0.2199 1.4207 -3.7450  -0.12
H: 0.0646 0.8754 -4.5830  0.02
H: 0.6395 2.3009 -4.0150  0.09
O: 4.3491 -1.2203 0.8611  -0.08
H: 3.5020 -0.8710 1.2901  0.08
H: 5.0784 -1.2259 1.5624  0.12
O: -1.0063 5.9226 0.5587  -0.14
H: -1.8235 5.3437 0.4143  -0.01
H: -0.5406 6.0382 -0.3322  0.05
O: 0.6385 -3.0480 -5.7967  -0.11
H: 1.6079 -3.3288 -5.7254  0.10
H: 0.0645 -3.8061 -5.4506  0.05
O: 3.1983 -3.4830 -0.1263  -0.11
H: 3.7110 -2.6877 0.2322  0.02
H: 3.7787 -3.9492 -0.8115  0.11
O: -3.4583 -2.2052 3.4545  -0.12
H: -3.5176 -1.2011 3.5641  0.06
H: -3.8420 -2.6362 4.2856  0.07
O: -3.2351 -2.0340 -0.7301  -0.10
H: -3.2439 -2.6818 0.0471  0.08
H: -2.6982 -1.2211 -0.4568  0.04
O: 2.8514 1.2277 -1.8663  -0.09
H: 3.1959 0.4184 -2.3664  0.11
H: 2.4648 1.8745 -2.5416  0.06
O: -3.1343 4.2849 0.6642  -0.11
H: -3.6611 4.1191 1.5120  0.06
H: -3.6547 3.8960 -0.1114  0.10
O: 0.9404 -0.2036 4.5569  -0.11
H: 0.6678 0.1315 3.6419  0.04
H: 0.6100 0.4590 5.2465  0.10
O: -0.7951 -5.1134 -4.1181  -0.12
H: -1.0919 -5.1080 -3.1508  0.03
H: 0.0819 -5.6148 -4.1759  0.08
O: 0.9236 -4.8947 -0.0409  -0.14
H: 1.7417 -4.3073 -0.1376  -0.01
H: 0.1968 -4.5238 -0.6393  0.01
O: 0.8253 3.6700 -1.1447  -0.09
H: 1.4927 3.5898 -1.9009  0.05
H: -0.1000 3.5141 -1.5231  0.08
O: -4.9077 2.8910 2.1393  -0.11
H: -4.9517 2.1590 1.4422  0.09
H: -5.8537 3.1218 2.4141  0.10
O: -2.3780 1.5318 -3.0396  -0.13
H: -1.4337 1.4229 -3.3861  -0.01
H: -2.3945 1.2376 -2.0717  0.04
O: -0.0390 -0.3856 -5.7241  -0.11
H: 0.8194 0.0589 -6.0231  0.09
H: 0.1269 -1.3818 -5.6624  0.03
O: 1.0913 -2.9446 4.0469  -0.13
H: 0.1255 -3.1904 3.8720  0.06
H: 1.1234 -1.9731 4.3277  0.01
O: -1.8843 -4.6074 -1.4590  -0.10
H: -2.2103 -5.1713 -0.6848  0.11
H: -2.3124 -3.6935 -1.3856  0.04
O: 2.0092 4.2262 5.7587  -0.12
H: 2.8318 3.9587 5.2338  0.07
H: 2.2364 4.1843 6.7437  0.07



Molecular formula: C6H4CeCl2CrN2O3
Method: DFT, ωB97M-V/def2-TZVPD

The spin multiplicity is 5. Its charge is +4. The highest occupied orbital energy (spin up / spin down) comes out at -21.954 / -22.025 eV. The calculation puts the largest force on an atom at 0.20331 hartree/bohr. Its expectation value of S² is 6.0712.

Each line ends with the Löwdin charge.
CARTESIAN COORDINATES (ANGSTROEM)
Ce: 0.0896 1.0881 -7.3563  1.34
Cr: 0.1150 0.0002 -0.0071  0.79
Cl: -0.7141 3.4099 -6.7016  0.17
Cl: 1.9938 -1.0259 -0.2945  0.31
C: -0.7023 -1.1819 1.1944  -0.01
C: -0.4365 1.4192 -9.6144  -0.06
C: 0.6051 -1.0854 -8.4928  -0.01
O: -1.0621 -2.0138 1.9347  0.30
O: -0.7457 1.6930 -10.7050  0.30
O: 0.8599 -2.1330 -8.9362  0.26
N: 1.3417 2.1143 1.5302  0.06
C: 1.2267 3.3953 1.9395  0.07
C: 0.0218 3.8936 1.4286  0.06
C: -0.5556 2.8468 0.7038  -0.03
N: 0.2491 1.7429 0.7664  -0.16
H: 2.0893 1.4574 1.7032  0.17
H: 1.9722 3.8720 2.5526  0.17
H: -0.3727 4.8755 1.5673  0.14
H: -1.4800 2.8293 0.1570  0.14



Molecular formula: C6H4FNO
Method: DFT, ωB97M-V/def2-TZVPD

The spin multiplicity is 1. The value obtained for the energy above the lowest of the compared OMol25 structures with the same formula, charge and spin is 0.000 eV. The highest occupied orbital energy comes out at -8.120 eV. The calculation puts the largest force on an atom at 0.09453 hartree/bohr.

Each line ends with the Löwdin charge.
CARTESIAN COORDINATES (ANGSTROEM)
C: 0.2047 1.1373 -0.4142  -0.11
C: 0.8627 0.1050 0.4091  -0.15
C: -1.1540 1.2715 -0.4341  -0.01
C: 1.8047 -0.7673 0.0322  -0.16
C: -1.4802 -1.0731 0.3279  -0.12
C: -1.9372 0.1293 0.1623  -0.31
N: 2.4899 -1.6860 -0.3205  0.17
O: -1.0653 -2.1494 0.4667  0.20
F: -3.1641 0.4083 0.5293  0.08
H: 0.7611 2.0766 -0.8766  0.14
H: 0.7487 0.2010 1.4683  0.12
H: -1.5696 1.9732 -1.0746  0.08
H: 3.4985 -1.6264 -0.2759  0.08



Molecular formula: C6H4InO9P
Method: DFT, ωB97M-V/def2-TZVPD

The spin multiplicity is 2. Its charge is -3. The highest occupied orbital energy (spin up / spin down) comes out at 2.117 / 2.119 eV. The calculation puts the largest force on an atom at 0.11356 hartree/bohr. Its expectation value of S² is 0.7648.

Each line ends with the Löwdin charge.
CARTESIAN COORDINATES (ANGSTROEM)
In: -25.0945 -15.3808 19.1854  0.91
C: -27.0671 -15.7357 24.0325  -0.03
C: -26.8348 -15.4046 22.6022  -0.29
C: -26.6447 -13.8257 22.2009  -0.42
O: -26.1761 -13.5168 21.1553  -0.11
C: -27.0048 -12.9189 23.2311  -0.06
C: -27.1258 -13.2840 24.5448  -0.40
C: -27.1499 -14.7386 24.9517  -0.42
O: -27.3739 -15.1343 26.1852  -0.17
O: -27.4790 -12.3398 25.3652  -0.14
O: -26.9300 -16.2252 21.6627  -0.05
H: -26.9954 -16.7766 24.3114  0.10
H: -27.3615 -11.9354 22.9630  0.08
P: -24.8535 -18.7773 20.3647  -0.15
O: -23.9323 -17.5978 20.4685  -0.49
O: -25.9996 -18.3276 19.4576  -0.53
O: -25.6307 -19.3575 21.5928  -0.36
O: -24.2340 -19.9785 19.5096  -0.34
O: -23.7948 -12.7338 19.5253  -0.17
H: -22.9177 -12.3538 19.5763  0.02
H: -24.3654 -12.0745 19.9202  0.02